Arrangement a

DFT (wB97M-V/def2-TZVPD) results for a cluster of 18 separate species, H36O18 in total.

ORCA input file:
```
! RIJCOSX wB97M-V def2-TZVPD def2/J DEFGRID3
* xyz 0 1
O -2.358 -0.413 -2.836
H -1.953 0.442 -2.779
H -2.046 -0.976 -2.145
O 0.030 1.645 2.199
H -0.112 2.062 3.038
H -0.233 2.374 1.599
O 0.752 -0.066 -3.009
H 0.229 0.685 -2.720
H 0.608 -0.247 -3.945
O 2.309 -0.801 -0.969
H 1.829 -0.729 -1.827
H 3.101 -1.245 -1.333
O -3.075 1.383 -0.028
H -3.538 1.598 -0.802
H -2.955 0.438 -0.163
O 4.249 0.919 -0.274
H 4.615 0.291 0.324
H 3.379 0.656 -0.606
O 2.815 2.007 2.181
H 2.330 1.796 2.979
H 2.306 1.524 1.537
O -1.032 1.849 -2.395
H -1.007 2.150 -1.442
H -0.403 2.502 -2.760
O 1.653 1.980 -0.466
H 2.178 2.250 -1.254
H 0.945 2.626 -0.533
O 1.982 -0.807 2.010
H 2.083 -1.592 1.507
H 2.002 -0.901 2.970
O -0.270 -0.443 0.207
H 0.616 -0.395 -0.246
H -0.246 0.320 0.775
O -0.939 2.949 -0.024
H -1.789 2.467 0.130
H -1.112 3.913 0.009
O 1.807 -2.980 0.347
H 0.847 -3.254 0.424
H 1.943 -2.259 -0.261
O -2.479 0.242 2.748
H -3.385 0.219 2.457
H -2.137 1.146 2.515
O -0.691 -1.666 2.659
H -1.364 -1.019 2.719
H -0.167 -1.301 1.947
O -0.877 -3.636 0.412
H -0.529 -3.291 -0.432
H -1.004 -2.882 0.967
O -3.017 -1.308 0.061
H -2.169 -1.165 0.440
H -3.527 -1.744 0.759
O -0.237 -2.489 -1.906
H -0.051 -1.633 -2.335
H 0.095 -3.192 -2.431
*
```

Results
HOMO-LUMO gap ... 0.3373 Ha
LUMO level ... -0.7 eV

Results of the natural (NBO) charge analysis, in e, for atoms 1 through 6: O -0.977; H 0.478; H 0.484; O -0.965; H 0.477; H 0.487

Arrangement b

DFT (wB97M-V/def2-TZVPD) results for a cluster of 18 separate species, H36O18 in total.

ORCA input file:
```
! RIJCOSX wB97M-V def2-TZVPD def2/J DEFGRID3
* xyz 0 1
O 3.242 3.356 0.608
H 2.485 3.106 0.052
H 4.045 2.908 0.332
O -3.787 2.535 -2.354
H -3.000 2.953 -2.704
H -4.267 2.425 -3.202
O -3.645 1.337 -5.253
H -3.855 0.401 -5.047
H -2.681 1.309 -5.308
O -0.758 0.857 3.010
H -1.033 1.489 2.356
H -1.208 0.679 3.835
O 0.506 3.162 1.036
H 0.014 3.698 1.668
H 1.358 3.005 1.441
O -0.839 -1.175 -3.458
H -1.779 -0.992 -3.399
H -0.869 -2.096 -3.171
O -1.423 5.210 1.137
H -1.796 4.500 0.551
H -1.027 5.853 0.518
O 0.877 -0.601 -1.065
H 1.760 -0.675 -1.497
H 0.515 -1.403 -0.674
O -3.838 -2.146 -2.736
H -4.418 -2.078 -1.975
H -3.385 -2.958 -2.430
O 2.879 -0.907 4.913
H 3.181 -0.152 5.440
H 2.439 -0.542 4.153
O 3.389 1.436 4.017
H 3.237 0.841 3.272
H 3.380 2.307 3.580
O 1.620 -0.842 1.508
H 0.733 -0.515 1.682
H 1.740 -1.679 1.969
O 1.485 -4.147 0.884
H 1.876 -4.249 1.783
H 0.620 -3.754 0.985
O 4.371 -2.118 -0.669
H 4.081 -2.423 0.226
H 3.492 -1.677 -0.736
O -4.499 -1.375 2.582
H -4.984 -2.040 2.083
H -4.847 -0.679 2.012
O 3.360 -4.629 -2.071
H 3.415 -3.663 -1.851
H 3.286 -4.966 -1.172
O 2.757 -1.413 -2.734
H 3.570 -1.779 -3.090
H 2.160 -1.213 -3.461
O -4.946 1.654 0.806
H -4.341 1.667 1.540
H -4.645 2.197 0.080
*
```

Results
HOMO-LUMO gap ... 0.3624 Ha
LUMO level ... -0.3 eV

Results of the natural (NBO) charge analysis, in e, for atoms 1 through 6: O -0.974; H 0.493; H 0.484; O -0.956; H 0.466; H 0.489

Arrangement c

DFT (wB97M-V/def2-TZVPD) results for a cluster of 18 separate species, H36O18 in total.

ORCA input file:
```
! RIJCOSX wB97M-V def2-TZVPD def2/J DEFGRID3
* xyz 0 1
O -0.507 4.997 0.768
H 0.186 5.613 0.530
H -0.046 4.181 0.964
O 1.472 0.234 2.010
H 1.674 -0.594 2.446
H 0.634 0.078 1.575
O -2.436 2.166 1.104
H -1.646 1.719 0.801
H -2.773 2.613 0.328
O -0.594 -1.577 3.682
H -0.122 -2.353 3.984
H -0.767 -1.076 4.478
O 1.182 2.700 0.927
H 0.680 2.370 0.181
H 1.370 1.922 1.452
O 3.890 3.049 1.267
H 4.011 2.802 2.184
H 2.973 3.318 1.209
O 2.449 -2.573 3.028
H 2.063 -2.797 3.875
H 2.729 -3.412 2.662
O 1.326 -0.088 -1.767
H 1.403 0.439 -2.562
H 2.191 -0.035 -1.359
O -0.544 0.286 0.192
H -1.016 -0.466 0.549
H 0.031 -0.086 -0.477
O -6.088 -3.074 0.515
H -5.996 -2.943 -0.428
H -5.192 -3.044 0.851
O -0.322 -1.996 -2.958
H 0.171 -2.776 -3.211
H 0.348 -1.354 -2.722
O 2.541 -1.009 -5.069
H 2.561 -0.165 -4.618
H 1.903 -1.528 -4.579
O 1.977 1.409 -3.843
H 2.763 1.932 -3.996
H 1.344 1.734 -4.484
O -2.499 -1.716 -5.056
H -2.098 -0.956 -5.477
H -2.025 -1.809 -4.229
O -3.053 -2.600 2.095
H -2.538 -2.613 1.287
H -2.658 -1.903 2.619
O -3.341 3.330 3.384
H -3.675 3.927 2.715
H -2.599 2.892 2.967
O -1.193 -3.083 0.138
H -0.410 -3.538 0.450
H -1.097 -3.065 -0.814
O 3.561 0.112 -0.168
H 4.228 -0.468 0.199
H 3.569 0.880 0.403
*
```

Results
HOMO-LUMO gap ... 0.3531 Ha
LUMO level ... -0.6 eV

Results of the natural (NBO) charge analysis, in e, for atoms 1 through 6: O -0.959; H 0.461; H 0.487; O -1.001; H 0.502; H 0.490

Sorted by energy, starting with the most stable: arrangement c, arrangement a, arrangement b.

Arrangement a

DFT (wB97M-V/def2-TZVPD) results for the molecule C4H12P2S.

ORCA input file:
```
! RIJCOSX wB97M-V def2-TZVPD def2/J DEFGRID3
* xyz 0 1
C 1.469 -1.704 -0.547
P 0.387 -0.388 -1.196
C 1.700 0.882 -1.122
P -0.458 0.084 0.707
C -2.014 -1.071 0.797
C -1.326 1.713 0.390
S 0.803 -0.082 2.284
H 0.866 -2.708 -0.412
H 1.884 -1.215 0.396
H 2.319 -1.873 -1.172
H 2.141 1.165 -0.148
H 1.396 1.915 -1.602
H 2.513 0.616 -1.844
H -1.792 -2.125 1.015
H -2.779 -0.481 1.442
H -2.414 -0.938 -0.195
H -2.223 1.590 -0.300
H -1.680 1.979 1.394
H -0.792 2.643 0.113
*
```

Results
HOMO-LUMO gap ... 0.3367 Ha
LUMO level ... 0.8 eV

Results of the natural (NBO) charge analysis, in e, for atoms 1 through 6: C -0.965; P 0.525; C -0.981; P 0.942; C -0.910; C -0.977

Arrangement b

DFT (wB97M-V/def2-TZVPD) results for the molecule C4H12P2S.

ORCA input file:
```
! RIJCOSX wB97M-V def2-TZVPD def2/J DEFGRID3
* xyz 0 1
C -1.769 -1.285 0.985
P -0.068 -1.280 0.388
C 0.794 -0.682 1.875
P -0.002 0.845 -0.331
C -0.707 0.544 -1.983
C 2.109 1.379 -0.808
S -1.104 2.164 0.707
H -1.732 -0.770 1.983
H -2.048 -2.353 0.933
H -2.310 -0.537 0.289
H -0.039 -0.306 2.592
H 1.244 0.299 1.610
H 1.477 -1.335 2.342
H -1.059 -0.533 -1.831
H -1.605 1.246 -2.206
H 0.037 0.613 -2.878
H 2.939 1.072 -0.132
H 2.240 0.664 -1.634
H 2.257 2.469 -1.023
*
```

Results
HOMO-LUMO gap ... 0.3220 Ha
LUMO level ... 0.5 eV

Results of the natural (NBO) charge analysis, in e, for atoms 1 through 6: C -0.968; P 0.555; C -0.949; P 0.861; C -1.022; C -0.803

Sorted by energy, starting with the most stable: arrangement a, arrangement b.

Arrangement a

DFT (wB97M-V/def2-TZVPD) results for the molecule C20H27FN4O4.

ORCA input file:
```
! RIJCOSX wB97M-V def2-TZVPD def2/J DEFGRID3
* xyz 0 1
C -0.990 2.723 0.702
C -0.761 1.898 -0.559
N -0.727 0.453 -0.314
C 0.541 -0.265 -0.422
C 1.007 -0.984 0.866
C 0.999 -2.500 0.731
N 2.374 -0.587 1.210
C 2.705 0.674 1.548
O 1.893 1.591 1.568
C 4.139 0.881 1.865
C 5.249 0.116 1.549
C 6.314 0.840 2.097
O 7.618 0.495 2.040
N 5.914 1.941 2.699
N 4.575 1.958 2.550
C 3.827 3.073 3.103
C -1.843 -0.312 -0.201
O -1.772 -1.509 0.020
C -3.215 0.340 -0.449
C -3.521 0.359 -1.952
C -3.187 -0.906 -2.703
C -2.308 -0.858 -3.779
C -1.970 -2.001 -4.493
C -2.530 -3.198 -4.102
F -2.213 -4.320 -4.783
C -3.405 -3.290 -3.036
C -3.729 -2.138 -2.340
O -4.237 -0.383 0.185
C -4.164 -0.328 1.596
H -0.996 3.786 0.454
H -1.947 2.482 1.168
H -0.195 2.533 1.419
H -1.514 2.131 -1.313
H 0.200 2.168 -0.994
H 0.441 -1.012 -1.215
H 1.296 0.456 -0.721
H 0.345 -0.676 1.678
H -0.001 -2.838 0.478
H 1.686 -2.811 -0.060
H 1.311 -2.972 1.665
H 3.062 -1.312 1.328
H 5.299 -0.796 0.979
H 8.121 1.183 2.493
H 3.487 3.738 2.312
H 2.959 2.711 3.648
H 4.503 3.597 3.771
H -3.223 1.371 -0.079
H -4.585 0.592 -2.044
H -2.978 1.186 -2.410
H -1.873 0.092 -4.071
H -1.289 -1.971 -5.332
H -3.814 -4.252 -2.760
H -4.393 -2.194 -1.488
H -5.034 -0.852 1.982
H -3.258 -0.814 1.966
H -4.189 0.711 1.946
*
```

Results
HOMO-LUMO gap ... 0.3483 Ha
LUMO level ... 0.7 eV

Results of the natural (NBO) charge analysis, in e, for atoms 1 through 6: C -0.624; C -0.205; N -0.442; C -0.213; C -0.053; C -0.625

Arrangement b

DFT (wB97M-V/def2-TZVPD) results for the molecule C20H27FN4O4.

ORCA input file:
```
! RIJCOSX wB97M-V def2-TZVPD def2/J DEFGRID3
* xyz 0 1
C -4.470 -0.948 -1.356
C -2.988 -0.611 -1.445
N -2.415 -0.246 -0.154
C -2.513 1.166 0.207
C -1.465 2.061 -0.445
C -1.867 3.528 -0.351
N -0.212 1.809 0.250
C 0.983 2.233 -0.211
O 1.111 2.909 -1.224
C 2.123 1.849 0.657
C 2.169 0.976 1.732
C 3.508 1.017 2.129
O 4.063 0.313 3.141
N 4.228 1.841 1.391
N 3.368 2.345 0.487
C 3.865 3.278 -0.508
C -1.633 -1.055 0.609
O -1.034 -0.630 1.587
C -1.550 -2.553 0.249
C -0.537 -2.871 -0.862
C 0.765 -2.111 -0.836
C 1.008 -1.118 -1.777
C 2.233 -0.468 -1.841
C 3.209 -0.833 -0.941
F 4.414 -0.237 -1.016
C 2.995 -1.786 0.036
C 1.765 -2.423 0.082
O -1.160 -3.296 1.369
C -2.124 -3.322 2.403
H -4.868 -1.187 -2.343
H -4.641 -1.804 -0.702
H -5.038 -0.105 -0.959
H -2.434 -1.432 -1.886
H -2.844 0.239 -2.116
H -3.506 1.510 -0.091
H -2.450 1.257 1.291
H -1.342 1.795 -1.500
H -2.797 3.708 -0.893
H -2.010 3.818 0.692
H -1.089 4.155 -0.782
H -0.233 1.128 0.997
H 1.380 0.370 2.145
H 5.000 0.548 3.171
H 3.881 2.816 -1.493
H 3.235 4.162 -0.548
H 4.874 3.542 -0.205
H -2.545 -2.890 -0.079
H -0.341 -3.941 -0.774
H -0.999 -2.729 -1.837
H 0.238 -0.855 -2.494
H 2.430 0.305 -2.571
H 3.781 -2.020 0.741
H 1.577 -3.176 0.837
H -1.750 -3.999 3.167
H -2.268 -2.333 2.842
H -3.082 -3.702 2.028
*
```

Results
HOMO-LUMO gap ... 0.3278 Ha
LUMO level ... 0.5 eV

Results of the natural (NBO) charge analysis, in e, for atoms 1 through 6: C -0.616; C -0.215; N -0.448; C -0.215; C -0.056; C -0.616

Sorted by energy, starting with the most stable: arrangement b, arrangement a.